Arrangement P

{
  "formula": "C6H15NO2",
  "method": "ωB97M-V/def2-TZVPD",
  "lumo_ha": 0.020,
  "multiplicity": 1,
  "orbital_gap_ev": 6.828,
  "homo_energy_ev": -6.3,
  "species": ["C", "C", "C", "C", "C", "C", "N", "O", "O", "H", "H", "H", "H", "H", "H", "H", "H", "H", "H", "H", "H", "H", "H", "H"],
  "coordinates": [[-0.18707, 0.64005, 0.09613], [1.76902, -0.41204, -0.41890], [-0.24224, -0.69796, -0.30208], [-3.49030, -0.02670, 0.06404], [2.42483, -0.36644, 0.94538], [2.31470, 0.57177, -1.42792], [-2.14158, -0.05437, 0.57262], [-2.13236, -0.65427, 1.89953], [-0.32716, 1.61063, -0.82424], [-2.46708, -1.55955, 1.79142], [-0.35686, 2.46756, -0.38245], [0.07905, 0.91331, 1.10809], [1.83263, -1.42137, -0.82725], [-0.52322, -0.93379, -1.31804], [-0.20079, -1.46223, 0.45603], [-3.46774, 0.44176, -0.92500], [-3.94121, -1.03106, -0.04700], [-4.16188, 0.56148, 0.70850], [1.88657, -0.97787, 1.67503], [2.32132, 1.59442, -1.04289], [3.45227, -0.74682, 0.89884], [2.47614, 0.65355, 1.33580], [1.73186, 0.57034, -2.35101], [3.35112, 0.31958, -1.68463]]
}



Arrangement Q

{
  "formula": "C6H15NO2",
  "method": "ωB97M-V/def2-TZVPD",
  "lumo_ha": 0.024,
  "multiplicity": 1,
  "orbital_gap_ev": 8.212,
  "homo_energy_ev": -7.6,
  "species": ["C", "C", "N", "C", "O", "H", "H", "H", "H", "H", "H", "H", "C", "C", "C", "O", "H", "H", "H", "H", "H", "H", "H", "H"],
  "coordinates": [[1.54539, -0.45514, -0.94776], [1.14413, 0.78941, -1.66732], [2.16460, -0.32889, 0.21199], [-0.43760, 0.68088, 1.80123], [0.64386, 1.32088, 1.59368], [1.79805, -1.32162, -1.55110], [1.75225, 0.42171, 0.89789], [2.57212, -1.15348, 0.62815], [-0.43278, -0.07191, 2.61399], [2.00815, 1.15676, -2.22676], [0.83653, 1.54789, -0.94956], [0.33375, 0.58355, -2.36240], [-1.56831, 0.67340, 0.99260], [-0.26966, -2.38247, 0.06025], [-1.87669, 1.80302, 0.03450], [-0.29458, -1.14280, -0.63212], [-2.42039, 0.12626, 1.38807], [-0.81338, -0.42676, 0.02858], [0.16918, -3.14181, -0.58926], [0.31232, -2.31402, 0.98749], [-1.28770, -2.68345, 0.31708], [-2.73577, 2.38611, 0.37853], [-1.02592, 2.48180, -0.03406], [-2.11756, 1.45064, -0.97367]]
}



The computed energies, referenced to the most stable structure and given in kcal/mol, are arrangement P 100.7; arrangement Q 0.0.



Arrangement P

{
  "formula": "C5H9N3",
  "method": "ωB97M-V/def2-TZVPD",
  "smiles": "[H]/N=C/N=C\\N(C)C=C",
  "lumo_ha": 0.034,
  "multiplicity": 1,
  "orbital_gap_ev": 9.505,
  "homo_energy_ev": -8.6,
  "species": ["H", "N", "C", "N", "C", "N", "C", "C", "C", "H", "H", "H", "H", "H", "H", "H", "H"],
  "coordinates": [[3.06608, 0.16381, 1.07487], [2.10932, -0.21760, 1.15553], [1.96444, -0.27632, -0.13670], [0.96670, -1.04587, -0.60654], [-0.24079, -1.03051, -0.65374], [-1.22603, -0.04877, -0.31173], [-2.36435, -0.65550, 0.49483], [-0.84563, 1.20598, 0.27617], [-0.02939, 2.02390, -0.50911], [2.79576, 0.12731, -0.99580], [-0.88191, -2.11717, -0.63271], [-2.10975, -0.47387, 1.68527], [-2.45983, -1.75022, 0.47355], [-3.42497, -0.48367, 0.13413], [-1.63106, 1.49855, 1.09931], [0.57516, 1.61516, -1.23848], [0.21489, 3.00049, -0.08970]]
}



Arrangement Q

{
  "formula": "C5H9N3",
  "method": "ωB97M-V/def2-TZVPD",
  "smiles": "[H]/N=C(\\N)C(=C)/C(C)=N/[H]",
  "lumo_ha": 0.032,
  "multiplicity": 1,
  "orbital_gap_ev": 10.231,
  "homo_energy_ev": -9.4,
  "species": ["H", "N", "C", "N", "C", "C", "C", "C", "N", "H", "H", "H", "H", "H", "H", "H", "H"],
  "coordinates": [[2.65112, 0.02340, 1.16618], [1.87250, 0.31722, 0.58170], [1.07346, -0.61457, 0.26709], [1.15053, -1.91331, 0.69382], [-0.07229, -0.28145, -0.61069], [-0.52655, -1.10408, -1.55234], [-0.67033, 1.06174, -0.41399], [-1.07601, 1.37640, 0.99667], [-0.80965, 1.79768, -1.43345], [-1.23713, 2.70283, -1.23728], [1.99540, -2.22835, 1.14570], [0.55176, -2.61797, 0.29187], [-0.09433, -2.07314, -1.74186], [-1.33213, -0.80144, -2.19804], [-1.72240, 2.25486, 1.03108], [-0.16687, 1.57089, 1.56500], [-1.58709, 0.52929, 1.44854]]
}



The computed energies, referenced to the most stable structure and given in kcal/mol, are arrangement P 88.5; arrangement Q 0.0.



Arrangement P

{
  "formula": "C5H9N3",
  "method": "ωB97M-V/def2-TZVPD",
  "smiles": "NCCc1c[nH]cn1",
  "lumo_ha": 0.032,
  "multiplicity": 1,
  "orbital_gap_ev": 9.500,
  "homo_energy_ev": -8.6,
  "species": ["N", "C", "C", "C", "C", "N", "C", "N", "H", "H", "H", "H", "H", "H", "H", "H", "H"],
  "coordinates": [[-2.62097, 0.00508, 0.40368], [-1.97819, -1.19707, -0.13979], [-0.72175, -0.91639, -0.96242], [0.33251, -0.12376, -0.26838], [0.41129, 1.19192, 0.07686], [1.70287, 1.39993, 0.50220], [2.34530, 0.22253, 0.42144], [1.56525, -0.70785, -0.06025], [-2.11716, 0.86048, 0.22867], [-3.56617, 0.12814, 0.06585], [-1.73932, -1.85760, 0.69875], [-2.71936, -1.70980, -0.75609], [-1.05151, -0.47635, -1.90331], [-0.33511, -1.88329, -1.29647], [-0.23666, 2.04322, -0.04133], [1.94740, 2.27072, 0.96312], [3.36510, 0.05109, 0.71019]]
}



Arrangement Q

{
  "formula": "C5H9N3",
  "method": "ωB97M-V/def2-TZVPD",
  "smiles": "CN1C=N[C@H]2[C@@H](N)[C@H]21",
  "lumo_ha": 0.035,
  "multiplicity": 1,
  "orbital_gap_ev": 9.028,
  "homo_energy_ev": -8.1,
  "species": ["C", "N", "C", "N", "C", "C", "N", "C", "H", "H", "H", "H", "H", "H", "H", "H", "H"],
  "coordinates": [[2.18534, -0.14680, -0.06122], [0.84843, 0.48245, 0.05744], [0.21370, 1.44327, -0.56993], [-1.03562, 1.66662, -0.25210], [-1.30352, 0.69515, 0.70991], [-1.30861, -0.63421, 0.35852], [-1.00419, -0.95825, -1.12600], [-0.03163, -0.13561, 1.10963], [2.35197, -0.87031, 0.91571], [3.19857, 0.48834, -0.05050], [2.20790, -0.90420, -0.88195], [0.28805, 2.00742, -1.60199], [-2.04124, 1.19910, 1.31740], [-2.06771, -1.18547, 0.86314], [-1.18120, -2.03469, -1.18870], [-1.71769, -0.50853, -1.59847], [0.39747, -0.60427, 1.99911]]
}



Arrangement R

{
  "formula": "C5H9N3",
  "method": "ωB97M-V/def2-TZVPD",
  "lumo_ha": 0.018,
  "multiplicity": 1,
  "orbital_gap_ev": 8.497,
  "homo_energy_ev": -8.0,
  "species": ["C", "N", "C", "N", "H", "H", "H", "H", "C", "C", "C", "N", "H", "H", "H", "H", "H"],
  "coordinates": [[2.03533, -0.10692, 1.07134], [1.31509, 0.51297, -0.02710], [0.89538, -0.23092, -1.21871], [1.03180, -0.31713, -2.38450], [1.66860, 1.43864, -0.24866], [3.04107, -0.40943, 0.77917], [1.48767, -1.00973, 1.34210], [2.08923, 0.58705, 1.91404], [-0.89953, 0.29711, 0.63870], [-1.55785, -1.42764, -1.08598], [-1.69940, 1.34673, 0.35299], [-0.72401, -0.86013, -0.33862], [-0.90204, -0.11377, 1.64274], [-2.57297, -1.04365, -1.17608], [-1.20700, -2.21807, -1.74006], [-1.70113, 1.75782, -0.64661], [-2.30026, 1.79706, 1.12525]]
}



Arrangement S

{
  "formula": "C5H9N3",
  "method": "ωB97M-V/def2-TZVPD",
  "smiles": "[H]\\N=C(C)/C(=N\\[H])C(/C)=N/[H]",
  "lumo_ha": 0.024,
  "multiplicity": 1,
  "orbital_gap_ev": 9.655,
  "homo_energy_ev": -9.0,
  "species": ["H", "N", "C", "C", "C", "N", "H", "C", "C", "N", "H", "H", "H", "H", "H", "H", "H"],
  "coordinates": [[-0.66658, -1.79323, 1.41770], [-1.44537, -1.33664, 0.93927], [-1.07997, -0.57419, 0.00140], [-2.10327, 0.15996, -0.81130], [0.35214, -0.41346, -0.46646], [0.78113, -0.54894, -1.67353], [0.04911, -0.82692, -2.32330], [1.31702, -0.37709, 0.63267], [1.29005, 1.33737, 0.45851], [1.91028, -1.08464, 1.42848], [2.60511, -0.67686, 2.05337], [-1.91709, 1.23379, -0.77750], [-3.09460, -0.04967, -0.42204], [-2.06850, -0.15106, -1.85643], [2.05067, 1.52981, -0.29558], [1.62970, 1.66174, 1.44248], [0.39019, 1.91001, 0.25227]]
}



The computed energies, referenced to the most stable structure and given in kcal/mol, are arrangement P 0.0; arrangement Q 90.3; arrangement R 109.9; arrangement S 59.3.



Arrangement P

{
  "formula": "C4H5N3OS2",
  "method": "ωB97M-V/def2-TZVPD",
  "smiles": "N/C(O)=C\\C(S)=N/N=C=S",
  "lumo_ha": -0.008,
  "multiplicity": 1,
  "orbital_gap_ev": 8.100,
  "homo_energy_ev": -8.3,
  "species": ["N", "C", "O", "C", "C", "S", "N", "N", "C", "S", "H", "H", "H", "H", "H"],
  "coordinates": [[-1.12426, 1.34665, 0.36567], [0.22215, 1.00296, 0.41780], [1.07459, 1.79396, 1.15057], [0.85091, 0.00226, -0.28091], [0.21586, -0.91049, -1.20319], [0.82360, -0.97933, -2.86433], [-0.74574, -1.70479, -0.86871], [-0.86382, -1.82073, 0.43309], [-0.17750, -1.32394, 1.32054], [0.17712, -1.06986, 2.87019], [-1.74024, 1.04223, -0.37239], [-1.22071, 2.35209, 0.67790], [0.95916, 1.57582, 2.03759], [1.87702, -0.08444, -0.20711], [-0.32815, -1.22238, -3.47672]]
}



Arrangement Q

{
  "formula": "C4H5N3OS2",
  "method": "ωB97M-V/def2-TZVPD",
  "lumo_ha": [-0.073, -0.074],
  "multiplicity": 1,
  "orbital_gap_ev": [5.493, 5.452],
  "homo_energy_ev": [-7.5, -7.5],
  "species": ["C", "C", "C", "C", "N", "N", "N", "O", "S", "S", "H", "H", "H", "H", "H"],
  "coordinates": [[2.29297, 2.04680, -1.64751], [1.10180, 0.55992, -0.25158], [-2.41357, -1.23689, 1.01057], [0.42524, -0.14762, 0.74368], [1.90983, 0.97192, -2.24859], [1.25063, 0.14129, -1.48878], [-0.10876, -1.34662, 0.49485], [-1.11004, -1.80484, 1.29519], [1.84380, 2.14121, 0.02150], [-2.50648, 0.53837, 1.13614], [2.84910, 2.82108, -2.13295], [-2.73582, -1.54608, 0.00801], [-3.03818, -1.69330, 1.77766], [0.34947, 0.22910, 1.75219], [-0.10998, -1.67434, -0.47038]]
}



The computed energies, referenced to the most stable structure and given in kcal/mol, are arrangement P 0.0; arrangement Q 31.7.